# 1
The following is a quantum chemistry calculation of a structure of composition C51H51N2O6P2Pd at a distorted geometry, from the OMol25 dataset.

Summary:
- E_LUMO (eV) = -2.876
- HOMO level (eV) = -8.89
- energy relative to the best compared isomer or geometry (same formula, charge and spin) (eV) = 0.030
- gap between HOMO and LUMO (eV) = 6.0
- electronic energy (a.u.) = -3345.372847
- charge = +1

Element x y z (Å)
C (0.64, 3.14, -4.61)
N (2.05, 3.47, -4.64)
C (2.47, 4.83, -4.98)
C (3.97, 4.79, -4.74)
N (4.22, 3.38, -4.48)
C (5.54, 2.91, -4.12)
C (3.08, 2.79, -4.11)
C (3.05, 1.52, -3.29)
H (0.45, 2.28, -3.94)
H (0.09, 4.02, -4.23)
H (0.24, 2.89, -5.61)
H (2.21, 5.14, -5.99)
H (1.98, 5.51, -4.27)
H (4.55, 5.18, -5.57)
H (4.21, 5.36, -3.84)
H (5.72, 1.88, -4.48)
H (6.27, 3.57, -4.60)
H (5.69, 2.93, -3.04)
H (3.96, 1.00, -3.63)
H (2.17, 0.89, -3.55)
C (-3.26, -2.55, 4.71)
C (-3.14, -1.20, 5.04)
C (-3.27, -0.23, 4.05)
C (-3.52, -0.64, 2.75)
O (-3.39, 0.30, 1.71)
P (-2.01, 1.12, 1.48)
O (-2.44, 2.06, 0.21)
C (-3.75, 2.29, -0.22)
C (-4.33, 3.53, 0.06)
C (-5.62, 3.79, -0.42)
C (-6.28, 2.81, -1.17)
C (-5.71, 1.55, -1.40)
C (-4.42, 1.29, -0.93)
O (-2.01, 2.15, 2.72)
C (-1.55, 3.48, 2.77)
C (-1.95, 4.22, 3.88)
C (-1.59, 5.58, 3.93)
C (-0.84, 6.14, 2.89)
C (-0.44, 5.37, 1.80)
C (-0.80, 4.01, 1.74)
Pd (-0.22, -0.13, 1.31)
P (-0.40, -2.14, 0.36)
O (-0.71, -3.27, 1.50)
C (-0.72, -4.68, 1.44)
C (0.07, -5.37, 2.37)
C (0.21, -6.75, 2.22)
C (-0.53, -7.42, 1.24)
C (-1.37, -6.72, 0.37)
C (-1.50, -5.34, 0.50)
O (-1.53, -2.38, -0.80)
C (-1.25, -2.70, -2.14)
C (-1.88, -3.83, -2.68)
C (-1.42, -4.32, -3.91)
C (-0.41, -3.65, -4.59)
C (0.15, -2.48, -4.07)
C (-0.30, -1.97, -2.85)
O (0.91, -2.77, -0.39)
C (1.86, -3.66, 0.11)
C (1.98, -4.89, -0.52)
C (2.85, -5.83, 0.05)
C (3.62, -5.49, 1.16)
C (3.49, -4.23, 1.75)
C (2.65, -3.27, 1.18)
C (2.08, 0.87, 0.30)
C (2.07, 1.31, 1.74)
C (1.90, 0.38, 2.81)
C (1.78, 0.79, 4.15)
C (1.82, 2.15, 4.49)
C (2.10, 3.07, 3.47)
C (2.19, 2.67, 2.13)
C (2.02, 1.57, -0.89)
C (3.22, 1.72, -1.80)
C (-3.68, -1.98, 2.41)
C (-3.51, -2.95, 3.40)
H (-3.18, -3.31, 5.48)
H (-2.91, -0.90, 6.06)
H (-3.17, 0.82, 4.29)
H (-3.76, 4.25, 0.64)
H (-6.08, 4.76, -0.19)
H (-7.27, 3.04, -1.57)
H (-6.25, 0.78, -1.95)
H (-3.93, 0.34, -1.12)
H (-2.52, 3.74, 4.67)
H (-1.91, 6.18, 4.80)
H (-0.57, 7.20, 2.94)
H (0.14, 5.81, 0.99)
H (-0.45, 3.39, 0.92)
H (0.60, -4.80, 3.13)
H (0.89, -7.29, 2.89)
H (-0.43, -8.51, 1.15)
H (-1.93, -7.24, -0.40)
H (-2.19, -4.76, -0.11)
H (-2.66, -4.32, -2.10)
H (-1.88, -5.23, -4.30)
H (-0.06, -4.05, -5.54)
H (0.94, -1.96, -4.62)
H (0.10, -1.04, -2.45)
H (1.35, -5.11, -1.38)
H (2.94, -6.81, -0.42)
H (4.28, -6.23, 1.60)
H (4.09, -3.97, 2.63)
H (2.57, -2.26, 1.58)
H (2.27, -0.22, 0.22)
H (1.97, -0.70, 2.64)
H (1.64, 0.07, 4.96)
H (1.71, 2.48, 5.53)
H (2.25, 4.11, 3.74)
H (2.33, 3.40, 1.34)
H (1.14, 2.16, -1.16)
H (3.95, 0.95, -1.47)
H (3.72, 2.68, -1.60)
H (-3.89, -2.24, 1.37)
H (-3.57, -4.00, 3.12)

Results of the Mulliken charge analysis, in e, for atoms 1 through 99: atom 1 (C): -0.86, atom 2 (N): 0.12, atom 3 (C): -0.57, atom 4 (C): -0.60, atom 5 (N): 0.09, atom 6 (C): -0.90, atom 7 (C): 0.09, atom 8 (C): -0.44, atom 9 (H): 0.32, atom 10 (H): 0.33, atom 11 (H): 0.26, atom 12 (H): 0.37, atom 13 (H): 0.31, atom 14 (H): 0.38, atom 15 (H): 0.31, atom 16 (H): 0.36, atom 17 (H): 0.34, atom 18 (H): 0.32, atom 19 (H): 0.38, atom 20 (H): 0.09, atom 21 (C): -0.63, atom 22 (C): -0.65, atom 23 (C): -0.17, atom 24 (C): -0.25, atom 25 (O): -0.25, atom 26 (P): 1.20, atom 27 (O): 0.05, atom 28 (C): 0.14, atom 29 (C): -0.24, atom 30 (C): -0.64, atom 31 (C): -0.51, atom 32 (C): -0.71, atom 33 (C): -0.21, atom 34 (O): -0.57, atom 35 (C): 0.19, atom 36 (C): -0.39, atom 37 (C): -0.53, atom 38 (C): -0.59, atom 39 (C): -0.95, atom 40 (C): 0.32, atom 41 (Pd): -0.21, atom 42 (P): 0.36, atom 43 (O): -0.25, atom 44 (C): 0.18, atom 45 (C): -0.35, atom 46 (C): -0.52, atom 47 (C): -0.57, atom 48 (C): -0.67, atom 49 (C): -0.32, atom 50 (O): 0.28, atom 51 (C): 0.15, atom 52 (C): -0.48, atom 53 (C): -0.66, atom 54 (C): -0.77, atom 55 (C): -0.42, atom 56 (C): 0.24, atom 57 (O): 0.41, atom 58 (C): 0.44, atom 59 (C): -0.65, atom 60 (C): -0.53, atom 61 (C): -0.68, atom 62 (C): -0.54, atom 63 (C): -0.02, atom 64 (C): -0.54, atom 65 (C): 0.46, atom 66 (C): 0.46, atom 67 (C): -1.09, atom 68 (C): -0.56, atom 69 (C): -0.64, atom 70 (C): -0.61, atom 71 (C): -0.81, atom 72 (C): -0.21, atom 73 (C): -0.19, atom 74 (C): -0.42, atom 75 (H): 0.40, atom 76 (H): 0.42, atom 77 (H): 0.54, atom 78 (H): 0.42, atom 79 (H): 0.39, atom 80 (H): 0.36, atom 81 (H): 0.39, atom 82 (H): 0.43, atom 83 (H): 0.40, atom 84 (H): 0.39, atom 85 (H): 0.38, atom 86 (H): 0.40, atom 87 (H): 0.34, atom 88 (H): 0.45, atom 89 (H): 0.42, atom 90 (H): 0.37, atom 91 (H): 0.44, atom 92 (H): 0.48, atom 93 (H): 0.46, atom 94 (H): 0.42, atom 95 (H): 0.38, atom 96 (H): 0.40, atom 97 (H): 0.27, atom 98 (H): 0.47, atom 99 (H): 0.42

---

# 2
The following is a quantum chemistry calculation of a cluster of 6 separate species, C51H51N5O15 in total at a distorted geometry, from the OMol25 dataset.

Summary:
- E_LUMO (eV) = -1.755
- HOMO level (eV) = -8.90
- gap between HOMO and LUMO (eV) = 7.1
- electronic energy (a.u.) = -3375.261348
- charge = 0

Element x y z (Å)
C (-2.27, -2.47, 3.58)
O (-3.20, -3.01, 2.56)
C (-4.47, -2.27, 2.56)
C (-5.27, -2.63, 1.13)
C (-6.91, -2.65, 1.34)
C (-7.60, -1.79, 0.11)
C (-7.68, -0.19, 0.54)
C (-6.85, 0.71, -0.58)
C (-6.17, 1.99, 0.20)
C (-4.65, 1.62, 0.77)
C (-4.30, 2.02, 2.33)
C (-2.86, 1.76, 3.07)
C (-2.60, 2.19, 4.63)
C (-3.95, 2.22, 5.57)
O (-4.29, 0.81, 5.89)
C (-5.67, 0.48, 5.49)
O (-6.01, -0.77, 5.15)
C (-1.68, 1.01, 2.16)
C (-2.01, 0.55, 0.59)
C (-3.49, 0.86, -0.10)
C (-0.80, -0.25, -0.25)
O (-0.90, -0.44, -1.57)
C (0.52, -0.84, 0.59)
C (0.85, -0.44, 2.00)
C (-0.15, 0.69, 2.72)
O (0.38, 1.35, 3.76)
H (-2.81, -1.93, 4.48)
H (-1.62, -1.66, 3.04)
H (-1.51, -3.30, 3.98)
H (-4.22, -1.13, 2.64)
H (-5.13, -2.57, 3.49)
H (-4.93, -1.78, 0.37)
H (-4.92, -3.70, 0.81)
H (-7.37, -3.74, 1.38)
H (-7.11, -2.17, 2.40)
H (-8.70, -2.16, -0.06)
H (-6.98, -1.97, -0.87)
H (-7.28, -0.07, 1.63)
H (-8.81, 0.14, 0.51)
H (-7.56, 1.13, -1.42)
H (-5.99, 0.01, -1.00)
H (-6.83, 2.16, 1.17)
H (-6.12, 2.97, -0.43)
H (-5.15, 2.55, 2.94)
H (-1.99, 3.19, 4.63)
H (-1.90, 1.35, 5.10)
H (-4.86, 2.79, 5.10)
H (-3.65, 2.83, 6.55)
H (-6.51, 1.32, 5.48)
H (-3.68, 0.54, -1.23)
H (1.26, -1.63, 0.09)
H (1.79, -0.89, 2.56)
O (3.11, -4.33, -0.19)
N (3.10, -5.41, 0.42)
O (4.02, -6.24, 0.40)
C (1.91, -5.73, 1.22)
C (0.83, -4.83, 1.25)
C (-0.31, -5.15, 1.99)
C (-0.37, -6.35, 2.70)
C (0.71, -7.23, 2.68)
C (1.86, -6.93, 1.94)
H (0.86, -3.89, 0.70)
H (-1.15, -4.46, 2.01)
H (-1.26, -6.59, 3.28)
H (0.66, -8.16, 3.24)
H (2.69, -7.63, 1.93)
O (6.35, -0.74, -6.13)
N (6.71, -1.50, -5.23)
O (7.88, -1.89, -5.07)
C (5.70, -1.98, -4.28)
C (4.36, -1.59, -4.44)
C (3.40, -2.07, -3.55)
C (3.77, -2.92, -2.51)
C (5.10, -3.29, -2.34)
C (6.07, -2.83, -3.23)
H (4.06, -0.93, -5.25)
H (2.35, -1.78, -3.68)
H (3.01, -3.29, -1.82)
H (5.38, -3.95, -1.53)
H (7.11, -3.13, -3.09)
O (1.98, 2.78, 0.41)
N (3.16, 3.04, 0.65)
O (3.55, 4.05, 1.27)
C (4.18, 2.10, 0.17)
C (3.79, 0.97, -0.57)
C (4.76, 0.09, -1.05)
C (6.11, 0.34, -0.79)
C (6.50, 1.46, -0.05)
C (5.53, 2.34, 0.43)
H (2.74, 0.77, -0.77)
H (4.47, -0.78, -1.62)
H (6.87, -0.35, -1.17)
H (7.55, 1.64, 0.14)
H (5.85, 3.21, 1.00)
O (-9.39, 2.83, -2.96)
N (-8.25, 2.89, -3.44)
O (-7.47, 1.93, -3.50)
C (-7.79, 4.18, -3.96)
C (-8.63, 5.30, -3.88)
C (-8.18, 6.53, -4.36)
C (-6.91, 6.64, -4.92)
C (-6.08, 5.52, -5.00)
C (-6.51, 4.29, -4.53)
H (-9.63, 5.23, -3.45)
H (-8.82, 7.41, -4.29)
H (-6.56, 7.60, -5.28)
H (-5.08, 5.62, -5.44)
H (-5.85, 3.42, -4.60)
O (8.96, 3.45, -0.69)
N (10.15, 3.71, -0.45)
O (10.54, 4.71, 0.16)
C (11.16, 2.76, -0.94)
C (10.77, 1.64, -1.67)
C (11.74, 0.76, -2.15)
C (13.09, 1.00, -1.89)
C (13.48, 2.12, -1.15)
C (12.52, 3.01, -0.67)
H (9.72, 1.43, -1.88)
H (11.45, -0.12, -2.72)
H (13.85, 0.32, -2.27)
H (14.54, 2.30, -0.96)
H (12.84, 3.88, -0.10)

Results of the Mulliken charge analysis, in e, for atoms 1 through 99: atom 1 (C): -0.57, atom 2 (O): -0.34, atom 3 (C): 0.07, atom 4 (C): -0.22, atom 5 (C): -0.62, atom 6 (C): -0.79, atom 7 (C): -0.43, atom 8 (C): -0.08, atom 9 (C): -0.86, atom 10 (C): 0.66, atom 11 (C): -0.65, atom 12 (C): 0.42, atom 13 (C): -0.51, atom 14 (C): -0.37, atom 15 (O): -0.30, atom 16 (C): 0.23, atom 17 (O): -0.46, atom 18 (C): 0.08, atom 19 (C): 0.53, atom 20 (C): -0.81, atom 21 (C): -0.10, atom 22 (O): -0.66, atom 23 (C): 0.11, atom 24 (C): -0.44, atom 25 (C): 0.64, atom 26 (O): -0.63, atom 27 (H): 0.32, atom 28 (H): 0.20, atom 29 (H): 0.29, atom 30 (H): -0.05, atom 31 (H): 0.19, atom 32 (H): -0.02, atom 33 (H): 0.31, atom 34 (H): 0.31, atom 35 (H): 0.28, atom 36 (H): 0.35, atom 37 (H): 0.36, atom 38 (H): 0.12, atom 39 (H): 0.35, atom 40 (H): 0.10, atom 41 (H): 0.14, atom 42 (H): 0.28, atom 43 (H): 0.33, atom 44 (H): 0.00, atom 45 (H): 0.34, atom 46 (H): 0.26, atom 47 (H): 0.24, atom 48 (H): 0.30, atom 49 (H): 0.30, atom 50 (H): 0.32, atom 51 (H): 0.32, atom 52 (H): 0.20, atom 53 (O): -0.63, atom 54 (N): 0.98, atom 55 (O): -0.60, atom 56 (C): 0.12, atom 57 (C): -0.32, atom 58 (C): -0.68, atom 59 (C): -0.68, atom 60 (C): -0.40, atom 61 (C): -0.48, atom 62 (H): 0.42, atom 63 (H): 0.88, atom 64 (H): 0.44, atom 65 (H): 0.37, atom 66 (H): 0.44, atom 67 (O): -0.59, atom 68 (N): 0.97, atom 69 (O): -0.60, atom 70 (C): -0.10, atom 71 (C): -0.36, atom 72 (C): -0.43, atom 73 (C): -0.50, atom 74 (C): -0.24, atom 75 (C): -0.39, atom 76 (H): 0.46, atom 77 (H): 0.47, atom 78 (H): 0.55, atom 79 (H): 0.37, atom 80 (H): 0.47, atom 81 (O): -0.59, atom 82 (N): 1.06, atom 83 (O): -0.60, atom 84 (C): -0.27, atom 85 (C): -0.34, atom 86 (C): 0.36, atom 87 (C): -0.79, atom 88 (C): -0.29, atom 89 (C): -0.67, atom 90 (H): 0.55, atom 91 (H): 0.21, atom 92 (H): 0.45, atom 93 (H): 0.44, atom 94 (H): 0.46, atom 95 (O): -0.59, atom 96 (N): 1.01, atom 97 (O): -0.59, atom 98 (C): 0.07, atom 99 (C): -0.29